Entry 1:
Entry from the Open Molecules 2025 dataset: one molecule with the formula C21H27N3O4S2 at a distorted geometry (ωB97M-V/def2-TZVPD).

```
! RIJCOSX wB97M-V def2-TZVPD def2/J DEFGRID3
* xyz 0 1
C -6.446 -1.825 -5.697
C -5.705 -1.574 -4.395
O -4.419 -2.160 -4.514
C -3.551 -2.078 -3.488
C -2.303 -2.684 -3.693
C -1.347 -2.658 -2.711
C -1.586 -2.029 -1.476
C -0.546 -2.040 -0.494
C -0.509 -1.530 0.760
S -1.737 -0.656 1.655
C -0.688 -0.489 3.058
S -1.146 0.240 4.439
N 0.520 -1.071 2.814
C 1.589 -1.070 3.789
C 2.646 0.008 3.456
O 2.698 1.056 4.058
N 3.492 -0.368 2.485
C 4.493 0.527 1.956
C 4.355 0.731 0.445
C 2.925 1.101 0.027
N 2.304 2.014 0.961
C 2.842 3.362 0.926
C 2.240 4.148 2.092
O 0.835 4.198 1.998
C 0.309 2.894 2.004
C 0.863 2.084 0.830
C 0.692 -1.664 1.582
O 1.724 -2.218 1.247
C -2.835 -1.427 -1.285
C -3.801 -1.448 -2.267
H -6.534 -2.893 -5.875
H -7.440 -1.389 -5.646
H -5.904 -1.379 -6.526
H -6.246 -2.027 -3.554
H -5.609 -0.495 -4.213
H -2.122 -3.167 -4.639
H -0.391 -3.130 -2.885
H 0.373 -2.540 -0.786
H 2.053 -2.059 3.788
H 1.158 -0.845 4.767
H 3.306 -1.222 1.973
H 4.365 1.473 2.484
H 5.490 0.127 2.175
H 4.633 -0.185 -0.079
H 5.055 1.511 0.143
H 2.940 1.502 -1.003
H 2.318 0.191 0.013
H 3.926 3.329 1.033
H 2.595 3.867 -0.026
H 2.587 5.183 2.086
H 2.531 3.660 3.033
H -0.776 2.992 1.934
H 0.577 2.391 2.944
H 0.451 1.073 0.844
H 0.560 2.564 -0.119
H -3.056 -0.934 -0.352
H -4.749 -0.972 -2.076
*
```

electronic energy: -56546.5104 eV
frontier orbital gap: 7.25 eV
SMILES string: CCOc1ccc(/C=C2\SC(=S)N(CC(=O)NCCCN3CCOCC3)C2=O)cc1
highest occupied orbital energy: -8.253 eV

Löwdin atomic charge list, values in e, 6 entries: -0.062 -0.254 -0.038 -0.260 0.009 -0.018


Entry 2:
Entry from the Open Molecules 2025 dataset: one molecule with the formula C21H27N3O7S at a distorted geometry (ωB97M-V/def2-TZVPD).

```
! RIJCOSX wB97M-V def2-TZVPD def2/J DEFGRID3
* xyz 0 1
C 9.454 -2.166 -2.051
O 8.210 -1.530 -1.933
C 7.602 -1.733 -0.679
C 6.270 -0.993 -0.657
C 5.533 -1.204 0.666
N 4.269 -0.513 0.677
C 4.004 0.505 1.509
O 4.769 0.905 2.372
C 2.653 1.135 1.328
C 2.345 2.135 2.197
N 1.176 2.803 2.179
C 0.211 2.523 1.249
C -0.999 3.228 1.238
C -1.958 2.930 0.298
C -1.711 1.943 -0.651
S -3.014 1.514 -1.811
O -2.428 1.113 -3.052
O -3.983 2.569 -1.804
N -3.732 0.174 -1.138
C -4.423 0.400 0.108
C -5.389 -0.749 0.377
C -4.629 -2.078 0.381
C -3.869 -2.238 -0.950
C -2.950 -1.038 -1.157
O -5.538 -3.138 0.588
C -4.850 -4.167 1.266
C -3.630 -3.462 1.897
O -3.743 -2.118 1.484
C -0.529 1.246 -0.660
C 0.452 1.516 0.299
C 1.703 0.735 0.302
O 1.881 -0.174 -0.505
H 10.165 -1.793 -1.304
H 9.825 -1.942 -3.049
H 9.359 -3.253 -1.932
H 7.441 -2.811 -0.509
H 8.257 -1.360 0.125
H 5.656 -1.352 -1.485
H 6.454 0.070 -0.812
H 6.121 -0.808 1.498
H 5.361 -2.274 0.828
H 3.573 -0.742 -0.029
H 3.071 2.411 2.950
H 1.001 3.535 2.854
H -1.170 4.003 1.972
H -2.898 3.456 0.258
H -4.961 1.343 0.007
H -3.711 0.469 0.946
H -6.148 -0.800 -0.401
H -5.873 -0.617 1.343
H -4.602 -2.297 -1.754
H -3.281 -3.156 -0.937
H -2.457 -1.086 -2.128
H -2.192 -1.028 -0.358
H -5.529 -4.589 2.009
H -4.543 -4.953 0.567
H -2.687 -3.897 1.545
H -3.649 -3.480 2.989
H -0.333 0.498 -1.412
*
```

electronic energy: -51853.6233 eV
frontier orbital gap: 8.85 eV
SMILES string: COCCCNC(=O)c1c[nH]c2ccc(S(=O)(=O)N3CCC4(CC3)OCCO4)cc2c1=O
highest occupied orbital energy: -9.047 eV

Löwdin atomic charge list, values in e, 6 entries: -0.123 -0.192 -0.258 -0.150 -0.178 0.081


Entry 3:
Entry from the Open Molecules 2025 dataset: one molecule with the formula C21H27N3OS (ωB97M-V/def2-TZVPD).

```
! RIJCOSX wB97M-V def2-TZVPD def2/J DEFGRID3
* xyz 0 1
C 0.909 -0.446 -5.930
O 0.492 -1.605 -5.250
C 0.252 -1.525 -3.912
C -0.152 -2.708 -3.293
C -0.421 -2.734 -1.942
C -0.298 -1.587 -1.166
C -0.534 -1.658 0.325
C 0.823 -1.919 1.004
N 1.587 -0.697 1.002
C 2.743 -0.586 1.675
S 3.478 -1.874 2.411
N 3.325 0.637 1.734
C 2.907 1.779 0.952
C 1.560 2.319 1.378
C 0.667 2.812 0.435
C -0.559 3.319 0.827
C -0.905 3.339 2.167
C -0.020 2.851 3.113
C 1.206 2.344 2.722
N -1.104 -0.405 0.823
C -2.374 -0.061 0.196
C -3.479 -0.798 0.982
C -2.843 -1.064 2.354
C -1.448 -0.420 2.239
C 0.102 -0.413 -1.786
C 0.374 -0.373 -3.143
H 1.861 -0.071 -5.539
H 1.041 -0.745 -6.968
H 0.155 0.346 -5.875
H -0.247 -3.596 -3.898
H -0.730 -3.661 -1.481
H -1.184 -2.524 0.536
H 1.371 -2.689 0.450
H 0.700 -2.293 2.029
H 1.025 0.129 0.835
H 4.235 0.646 2.167
H 3.661 2.561 1.084
H 2.875 1.519 -0.115
H 0.938 2.806 -0.611
H -1.245 3.700 0.084
H -1.863 3.734 2.473
H -0.284 2.866 4.160
H 1.895 1.958 3.459
H -2.499 1.021 0.301
H -2.373 -0.312 -0.863
H -3.743 -1.730 0.482
H -4.378 -0.189 1.055
H -3.413 -0.623 3.169
H -2.755 -2.134 2.545
H -1.494 0.624 2.563
H -0.696 -0.927 2.838
H 0.179 0.493 -1.205
H 0.678 0.562 -3.588
*
```

electronic energy: -39568.6290 eV
frontier orbital gap: 8.44 eV
SMILES string: COc1ccc([C@@H](CNC(=S)NCc2ccccc2)N2CCCC2)cc1
highest occupied orbital energy: -7.826 eV

Löwdin atomic charge list, values in e, 6 entries: -0.093 -0.085 -0.277 0.004 -0.023 -0.205


Entry 4:
Entry from the Open Molecules 2025 dataset: C21H27N6O5SiSn as an isolated structure (ωB97M-V/def2-TZVPD).

```
! RIJCOSX wB97M-V def2-TZVPD def2/J DEFGRID3
* xyz -1 1
Sn 1.220 0.042 0.737
C 1.413 -3.517 -1.235
C 1.292 -3.509 0.242
N 1.007 -2.455 0.980
C 1.013 -2.881 2.282
C 1.293 -4.218 2.328
N 1.464 -4.598 1.023
C 1.416 -5.234 3.399
O 1.207 -4.811 4.618
O 1.687 -6.381 3.103
C 0.809 -1.928 3.412
O 0.772 -2.416 4.561
O 0.728 -0.730 3.097
H 1.192 -2.521 -1.610
H 0.730 -4.241 -1.682
H 2.429 -3.768 -1.537
H 1.707 -5.542 0.757
H 0.999 -3.796 4.611
N 2.620 -0.707 -1.212
C 3.191 -0.341 -2.168
N 3.870 -0.095 -3.211
C 3.842 1.028 -3.868
N 3.884 1.982 -4.519
C -2.437 -1.867 -1.647
C -2.375 -0.479 -2.273
C -0.979 0.024 -1.902
O -0.473 -0.863 -0.871
C -1.551 -1.709 -0.428
H -2.018 -2.615 -2.323
H -3.449 -2.169 -1.381
H -3.136 0.175 -1.844
H -2.518 -0.510 -3.352
H -0.990 1.036 -1.515
H -0.269 -0.032 -2.730
H -2.089 -1.222 0.386
H -1.113 -2.634 -0.061
C 2.641 2.922 -0.405
Si 0.818 3.340 -0.281
C 0.258 3.783 -2.025
C 0.661 4.873 0.798
N 0.006 1.978 0.401
C -1.322 1.969 0.745
C -2.254 2.923 0.297
C -3.596 2.847 0.624
C -4.084 1.826 1.424
C -3.177 0.890 1.907
C -1.838 0.964 1.581
H 3.204 3.825 -0.633
H 2.847 2.216 -1.203
H 3.052 2.515 0.520
H 0.973 4.462 -2.485
H -0.719 4.259 -2.056
H 0.213 2.891 -2.649
H 1.336 5.649 0.438
H 0.931 4.640 1.826
H -0.346 5.283 0.809
H -1.920 3.727 -0.338
H -4.270 3.604 0.243
H -5.131 1.771 1.683
H -3.513 0.099 2.568
H -1.158 0.248 2.043
*
```

electronic energy: -55107.9558 eV
frontier orbital gap: 7.64 eV
highest occupied orbital energy: -5.264 eV

Löwdin atomic charge list, values in e, 6 entries: 1.438 -0.013 -0.350 0.045 -0.126 -0.077


Please write out number 1 again, unchanged.
Entry from the Open Molecules 2025 dataset: one molecule with the formula C21H27N3O4S2 at a distorted geometry (ωB97M-V/def2-TZVPD).

```
! RIJCOSX wB97M-V def2-TZVPD def2/J DEFGRID3
* xyz 0 1
C -6.446 -1.825 -5.697
C -5.705 -1.574 -4.395
O -4.419 -2.160 -4.514
C -3.551 -2.078 -3.488
C -2.303 -2.684 -3.693
C -1.347 -2.658 -2.711
C -1.586 -2.029 -1.476
C -0.546 -2.040 -0.494
C -0.509 -1.530 0.760
S -1.737 -0.656 1.655
C -0.688 -0.489 3.058
S -1.146 0.240 4.439
N 0.520 -1.071 2.814
C 1.589 -1.070 3.789
C 2.646 0.008 3.456
O 2.698 1.056 4.058
N 3.492 -0.368 2.485
C 4.493 0.527 1.956
C 4.355 0.731 0.445
C 2.925 1.101 0.027
N 2.304 2.014 0.961
C 2.842 3.362 0.926
C 2.240 4.148 2.092
O 0.835 4.198 1.998
C 0.309 2.894 2.004
C 0.863 2.084 0.830
C 0.692 -1.664 1.582
O 1.724 -2.218 1.247
C -2.835 -1.427 -1.285
C -3.801 -1.448 -2.267
H -6.534 -2.893 -5.875
H -7.440 -1.389 -5.646
H -5.904 -1.379 -6.526
H -6.246 -2.027 -3.554
H -5.609 -0.495 -4.213
H -2.122 -3.167 -4.639
H -0.391 -3.130 -2.885
H 0.373 -2.540 -0.786
H 2.053 -2.059 3.788
H 1.158 -0.845 4.767
H 3.306 -1.222 1.973
H 4.365 1.473 2.484
H 5.490 0.127 2.175
H 4.633 -0.185 -0.079
H 5.055 1.511 0.143
H 2.940 1.502 -1.003
H 2.318 0.191 0.013
H 3.926 3.329 1.033
H 2.595 3.867 -0.026
H 2.587 5.183 2.086
H 2.531 3.660 3.033
H -0.776 2.992 1.934
H 0.577 2.391 2.944
H 0.451 1.073 0.844
H 0.560 2.564 -0.119
H -3.056 -0.934 -0.352
H -4.749 -0.972 -2.076
*
```

electronic energy: -56546.5104 eV
frontier orbital gap: 7.25 eV
SMILES string: CCOc1ccc(/C=C2\SC(=S)N(CC(=O)NCCCN3CCOCC3)C2=O)cc1
highest occupied orbital energy: -8.253 eV

Löwdin atomic charge list, values in e, 6 entries: -0.062 -0.254 -0.038 -0.260 0.009 -0.018


What did the second record say?
Entry from the Open Molecules 2025 dataset: one molecule with the formula C21H27N3O7S at a distorted geometry (ωB97M-V/def2-TZVPD).

```
! RIJCOSX wB97M-V def2-TZVPD def2/J DEFGRID3
* xyz 0 1
C 9.454 -2.166 -2.051
O 8.210 -1.530 -1.933
C 7.602 -1.733 -0.679
C 6.270 -0.993 -0.657
C 5.533 -1.204 0.666
N 4.269 -0.513 0.677
C 4.004 0.505 1.509
O 4.769 0.905 2.372
C 2.653 1.135 1.328
C 2.345 2.135 2.197
N 1.176 2.803 2.179
C 0.211 2.523 1.249
C -0.999 3.228 1.238
C -1.958 2.930 0.298
C -1.711 1.943 -0.651
S -3.014 1.514 -1.811
O -2.428 1.113 -3.052
O -3.983 2.569 -1.804
N -3.732 0.174 -1.138
C -4.423 0.400 0.108
C -5.389 -0.749 0.377
C -4.629 -2.078 0.381
C -3.869 -2.238 -0.950
C -2.950 -1.038 -1.157
O -5.538 -3.138 0.588
C -4.850 -4.167 1.266
C -3.630 -3.462 1.897
O -3.743 -2.118 1.484
C -0.529 1.246 -0.660
C 0.452 1.516 0.299
C 1.703 0.735 0.302
O 1.881 -0.174 -0.505
H 10.165 -1.793 -1.304
H 9.825 -1.942 -3.049
H 9.359 -3.253 -1.932
H 7.441 -2.811 -0.509
H 8.257 -1.360 0.125
H 5.656 -1.352 -1.485
H 6.454 0.070 -0.812
H 6.121 -0.808 1.498
H 5.361 -2.274 0.828
H 3.573 -0.742 -0.029
H 3.071 2.411 2.950
H 1.001 3.535 2.854
H -1.170 4.003 1.972
H -2.898 3.456 0.258
H -4.961 1.343 0.007
H -3.711 0.469 0.946
H -6.148 -0.800 -0.401
H -5.873 -0.617 1.343
H -4.602 -2.297 -1.754
H -3.281 -3.156 -0.937
H -2.457 -1.086 -2.128
H -2.192 -1.028 -0.358
H -5.529 -4.589 2.009
H -4.543 -4.953 0.567
H -2.687 -3.897 1.545
H -3.649 -3.480 2.989
H -0.333 0.498 -1.412
*
```

electronic energy: -51853.6233 eV
frontier orbital gap: 8.85 eV
SMILES string: COCCCNC(=O)c1c[nH]c2ccc(S(=O)(=O)N3CCC4(CC3)OCCO4)cc2c1=O
highest occupied orbital energy: -9.047 eV

Löwdin atomic charge list, values in e, 6 entries: -0.123 -0.192 -0.258 -0.150 -0.178 0.081